A cluster of 11 separate species, C45H119N13O18 in total at a distorted geometry, computed with ωB97M-V with the def2-TZVPD basis set.

The geometry in XYZ format:
```
195
Properties=species:S:1:pos:R:3:forces:R:3
C -6.128892 -1.335474 -3.207370 -1.026 0.742 -1.763
O -6.004672 -1.281674 -4.668440 0.809 -0.799 0.054
C -6.042842 0.022456 -5.272540 -0.520 -0.190 1.582
C -6.033012 0.002196 -6.784060 1.638 -1.596 1.461
N -7.087162 -0.830454 -7.249510 -1.558 1.530 -0.635
C -7.239042 -0.658274 -8.686540 -0.959 -1.707 0.942
C -8.516472 -1.323454 -9.162020 0.562 -0.079 -1.637
O -8.490352 -2.782014 -9.087420 1.595 1.878 1.616
C -9.516712 -3.428454 -9.739890 -0.861 0.840 -0.941
H -6.178202 -2.341734 -2.791310 0.214 -0.250 -0.812
H -7.129532 -0.915094 -3.106840 0.115 0.404 1.095
H -5.329902 -0.818204 -2.676200 -0.092 0.406 -0.177
H -5.280022 0.626766 -4.781610 0.403 0.238 -0.433
H -6.994452 0.504816 -5.049220 -0.385 0.021 0.441
H -5.171602 -0.560904 -7.143220 1.255 0.984 0.007
H -6.046642 1.052056 -7.076830 -0.215 -0.209 -0.511
H -6.942062 -1.770714 -6.910440 -0.099 -0.134 -0.433
H -6.408302 -1.039294 -9.280510 0.380 -0.245 -0.052
H -7.337642 0.390116 -8.968070 -0.035 0.173 0.427
H -8.498432 -0.936214 -10.180760 -0.244 -0.935 -1.055
H -9.393852 -0.766964 -8.832440 -0.380 -0.853 1.125
H -10.457342 -3.087414 -9.307440 -0.454 -0.122 -0.297
H -9.500502 -4.518104 -9.717350 0.590 0.104 0.473
H -9.410512 -3.116774 -10.778970 -0.730 -0.202 -0.471
C -0.614532 4.243886 -2.542920 1.783 0.739 0.564
O 0.872948 4.393946 -2.410730 -1.340 -0.990 -0.160
C 1.361538 5.679396 -2.762360 -0.037 0.471 -0.669
C 2.895368 5.796416 -2.868220 0.227 -0.925 2.580
N 3.509638 5.240206 -4.067680 -0.544 1.707 1.160
C 3.294328 6.269956 -5.078960 -0.220 -0.469 -1.845
C 4.155148 6.006976 -6.286460 0.722 1.256 0.192
O 5.438918 6.628926 -5.979590 -0.629 -0.282 -1.042
C 6.410628 6.312066 -6.969720 0.711 -1.525 1.653
H -1.094352 4.647116 -1.651130 0.066 0.353 0.055
H -0.920242 3.197866 -2.564710 0.642 -0.065 -0.319
H -0.976532 4.783206 -3.418250 0.065 -0.101 -0.105
H 0.967598 6.419586 -2.065920 -0.027 0.227 0.063
H 1.013068 5.897206 -3.771930 -0.524 0.334 -0.094
H 3.320238 5.345166 -1.971580 -0.066 -0.965 0.096
H 3.270618 6.786816 -2.610540 -0.498 0.530 -0.903
H 2.910958 4.442766 -4.228190 0.169 -0.402 -0.797
H 3.522408 7.305376 -4.826010 0.256 -0.277 0.949
H 2.250988 6.310636 -5.391820 -0.303 -0.063 -0.228
H 3.803768 6.540336 -7.169730 -0.407 -0.166 -0.186
H 4.163868 4.934936 -6.483340 0.641 -0.147 -0.119
H 7.384518 6.695676 -6.665600 -0.263 0.882 -0.162
H 6.200158 6.475326 -8.026670 -0.425 0.367 0.127
H 6.600338 5.256676 -6.774170 -0.030 -0.578 -0.846
C 1.981808 -11.955054 1.574010 -0.130 0.825 0.123
O 1.451328 -10.625304 1.500700 0.355 1.055 0.042
C 2.461168 -9.550104 1.342570 0.759 -2.324 1.025
C 3.560108 -9.497294 2.464150 -0.806 1.282 -0.518
N 3.231898 -8.722524 3.652690 -1.025 -0.633 0.270
C 2.114618 -9.303344 4.380630 -0.197 0.701 2.512
C 1.744778 -8.389394 5.629650 0.062 -1.013 -2.719
O 1.293498 -7.196074 4.991500 0.088 -0.845 0.312
C 0.954908 -6.134504 5.843220 1.056 0.028 -0.446
H 2.574458 -12.072044 2.481310 0.299 -0.123 -0.117
H 2.542588 -12.212144 0.675390 0.336 0.069 -0.019
H 1.172578 -12.681174 1.651470 -0.314 0.397 -0.062
H 2.053958 -8.539884 1.300980 -0.825 -0.405 -0.091
H 2.986158 -9.770024 0.413000 0.020 0.134 -0.275
H 4.319118 -8.870064 1.996630 0.662 -0.638 -0.169
H 3.908628 -10.473694 2.800730 0.237 0.074 -0.403
H 2.978378 -7.775194 3.411050 0.012 0.170 -0.153
H 2.432448 -10.253624 4.809640 0.088 -0.275 -0.147
H 1.160758 -9.472764 3.881080 0.137 0.085 -0.669
H 2.642728 -8.319034 6.243520 -0.073 0.621 0.246
H 0.915138 -8.877204 6.141350 -0.002 0.077 0.405
H 0.621598 -5.370514 5.140840 -0.365 0.245 0.557
H 1.890628 -5.814014 6.301280 -0.070 0.466 0.403
H 0.248338 -6.406504 6.627360 -0.327 0.050 -0.129
C 7.419408 6.671976 1.856140 -0.418 0.110 -0.055
O 7.322138 5.344696 1.388860 0.294 0.022 -1.142
C 6.685338 4.423386 2.230620 0.071 -0.579 0.590
C 6.854718 2.938656 1.747110 -1.541 1.851 -0.194
N 8.228268 2.606226 1.573560 0.978 0.303 0.575
C 8.755688 1.670316 2.546920 0.661 -1.419 -1.273
C 10.152258 1.109776 2.076190 -1.892 -0.084 0.363
O 11.073318 2.112556 1.947160 1.586 0.752 0.331
C 12.353968 1.724736 1.417880 -0.442 0.754 0.305
H 8.256048 6.836036 2.535260 0.200 -0.209 0.080
H 6.516168 7.011276 2.363220 -0.278 -0.208 0.203
H 7.517478 7.340616 1.000920 0.250 -0.231 -0.116
H 5.629368 4.672376 2.335590 -0.275 -0.029 -0.010
H 7.161268 4.552936 3.202630 -0.077 -0.357 0.560
H 6.321528 2.864246 0.799330 -0.077 -0.051 -0.205
H 6.298178 2.308676 2.441000 0.174 -0.124 0.247
H 8.671108 3.494076 1.762590 0.827 0.036 -0.569
H 8.124958 0.782176 2.508340 -0.192 -0.170 0.010
H 8.685728 1.999386 3.583700 0.570 0.277 0.225
H 10.058578 0.649246 1.092710 -0.600 -0.356 -0.100
H 10.427708 0.337266 2.794150 0.380 -0.169 0.234
H 12.592328 0.661226 1.401840 -0.525 -0.215 0.225
H 13.088698 2.208976 2.061150 0.161 0.051 -0.245
H 12.421228 2.098286 0.396100 0.155 0.040 -0.039
C -6.337272 7.510056 7.766790 1.831 -0.289 -1.408
O -6.368332 6.088286 7.612240 -0.696 -0.435 -0.210
C -6.900472 5.566596 6.315490 0.700 1.626 1.918
C -6.050402 5.924236 5.079150 -0.160 -0.921 -0.216
N -5.019062 4.897276 4.819600 0.845 -0.139 1.441
C -3.976262 4.961496 5.861460 0.530 0.609 0.937
C -2.599012 4.639386 5.323430 0.217 0.219 0.540
O -2.213002 5.607076 4.343710 0.751 0.101 -0.734
C -0.774612 5.655136 4.148760 -0.281 -1.711 0.395
H -7.137202 8.108086 7.330250 -0.606 -0.438 0.218
H -5.447332 7.796606 7.206430 0.149 0.599 -0.313
H -6.056082 7.856036 8.761440 -0.702 -0.700 0.350
H -7.903302 5.993576 6.326200 -0.137 -0.002 -0.806
H -6.995522 4.494626 6.488530 0.250 0.045 -0.235
H -5.581542 6.905606 5.151210 -0.216 0.255 0.256
H -6.755172 5.946116 4.247930 0.134 -0.016 -0.223
H -4.376182 5.093986 4.065870 -1.082 0.563 -1.157
H -4.139802 4.412616 6.788870 -0.383 -0.813 -0.315
H -3.845882 5.944906 6.313130 -0.372 0.763 -0.375
H -2.594752 3.595976 5.008190 0.368 -0.071 -0.717
H -1.891482 4.735946 6.146950 0.039 -0.216 0.291
H -0.353702 6.274446 3.356680 -1.008 0.844 0.299
H -0.405962 4.684556 3.816820 -0.234 -0.556 0.035
H -0.282642 5.785776 5.112600 0.048 0.594 0.031
C 2.730228 0.737576 -4.721620 -0.812 0.645 -0.454
O 2.339098 1.393846 -5.910500 0.015 -0.215 -1.591
C 1.367328 0.641616 -6.649330 -0.721 0.883 -0.437
C 0.788388 1.499386 -7.829340 0.430 -0.095 1.352
N 1.817078 1.795636 -8.795460 0.536 0.291 -1.004
C 1.533628 3.010416 -9.599470 -0.731 -0.442 1.040
C 2.506378 3.190936 -10.750570 0.304 -0.163 0.956
O 3.789038 3.334286 -10.118680 0.457 -0.126 -0.824
C 4.858708 3.256436 -11.059130 0.207 -0.292 0.011
H 3.256288 1.498206 -4.144720 -0.032 -0.319 0.239
H 3.351998 -0.141874 -4.889210 0.044 -0.075 -0.067
H 1.760828 0.470736 -4.300720 0.323 -0.401 1.025
H 0.559758 0.396846 -5.959390 -0.385 0.043 0.092
H 1.718388 -0.323734 -7.013940 0.581 0.037 -0.147
H 0.346488 2.396816 -7.396380 0.228 0.597 0.464
H -0.108162 1.061426 -8.268090 0.311 -0.735 -0.292
H 2.642518 2.106056 -8.303140 0.314 -0.673 0.395
H 1.610788 3.811226 -8.864040 0.070 0.801 -0.363
H 0.473248 2.962306 -9.847230 0.066 0.105 -0.732
H 2.343178 4.078176 -11.362350 -0.394 0.133 0.015
H 2.453558 2.309886 -11.390140 0.235 -0.188 -0.073
H 5.151768 2.234986 -11.301740 -0.478 -0.419 -0.001
H 5.793678 3.669176 -10.680210 -0.370 0.454 0.459
H 4.628998 3.749106 -12.003910 -0.186 0.233 -0.012
C -7.869412 -7.276694 4.987470 0.024 -0.211 -0.488
O -6.602692 -6.684534 4.759690 -0.112 -0.092 -0.042
C -5.532082 -7.611444 4.426600 -0.951 2.071 1.058
C -4.278002 -6.737774 4.222050 -1.155 -0.292 -1.393
N -4.291472 -6.025114 2.879320 -0.076 -0.576 2.333
C -2.939222 -5.551064 2.580190 -0.707 -0.513 -2.148
C -2.919232 -5.092424 1.088220 1.255 0.871 -0.109
O -1.661342 -5.249914 0.387690 -1.822 -1.612 0.156
C -0.471502 -4.737504 0.881910 -0.107 -0.315 -0.038
H -7.919542 -7.883504 5.891550 0.362 -0.415 0.004
H -8.154242 -7.838974 4.098190 -0.070 -0.510 0.058
H -8.685612 -6.565794 5.116090 0.536 0.689 -0.081
H -5.812642 -8.228514 3.573020 0.118 0.011 -0.287
H -5.407202 -8.249624 5.301370 0.289 -0.294 -0.012
H -3.485372 -7.483334 4.285180 0.738 0.306 0.021
H -4.214342 -5.981394 5.004320 0.093 -0.270 0.128
H -4.599222 -6.754684 2.252330 0.309 0.166 -0.646
H -2.257152 -6.397224 2.663180 0.635 0.174 0.247
H -2.664892 -4.699724 3.203140 0.007 -0.296 0.286
H -3.170932 -4.035644 0.999050 -0.194 0.307 0.364
H -3.648512 -5.585474 0.445450 0.083 -0.452 0.326
H -0.564872 -3.653154 0.822240 0.896 0.243 0.076
H 0.256188 -5.242244 0.246440 0.393 0.904 -0.320
H -0.161292 -5.081824 1.868470 -0.499 0.155 0.558
C 2.871368 0.935546 8.662640 0.133 0.403 1.166
O 2.713118 1.310546 9.776960 -0.678 1.230 3.567
N 3.312408 -0.244244 8.366410 1.383 -4.896 -1.667
N 2.721068 1.707646 7.622170 -0.593 2.198 -2.856
H 3.411318 -0.490924 7.392010 0.141 -0.177 0.260
H 3.325818 -1.027574 9.003840 -0.100 0.587 0.122
H 2.462818 2.658036 7.846130 -0.195 -0.263 -0.574
H 2.546398 1.247946 6.739970 -0.084 0.889 -0.093
C 0.269108 0.471866 2.487190 4.890 -0.714 1.127
O 1.464198 0.553506 2.760130 0.761 0.740 -0.072
N -0.506902 -0.301824 3.118030 -3.296 -4.385 5.038
N -0.343632 0.903706 1.474570 -2.170 4.239 -6.159
H -1.485592 -0.394004 2.886170 0.300 -0.390 0.402
H -0.048752 -0.925984 3.766590 -0.611 0.123 0.139
H 0.126768 1.527226 0.834210 -0.274 0.036 0.137
H -1.352462 0.855236 1.470090 0.356 0.261 -0.492
C -5.491762 -0.625794 4.584140 2.016 -1.342 -2.662
O -4.868762 -0.433014 3.553630 0.753 -0.764 -1.332
N -6.003392 0.362756 5.195540 -2.829 5.020 4.024
N -5.702592 -1.812684 5.144890 0.159 -1.386 0.267
H -5.939092 1.318006 4.873850 0.370 -0.418 -0.385
H -6.217322 0.311016 6.181260 -0.188 -0.111 -0.204
H -6.200532 -1.845924 6.022980 0.227 -0.718 -0.419
H -5.265162 -2.576204 4.649120 -0.367 -0.250 0.629
O 3.668288 -2.481494 4.419380 -0.054 -0.065 0.308
H 3.296418 -1.772604 3.894570 -0.169 0.339 -0.204
H 4.122868 -3.036334 3.785540 0.139 -0.154 -0.116
```
Forces are in eV/Å.

Its SMILES is COCCNCCOC.COCCNCCOC.COCCNCCOC.COCCNCCOC.COCCNCCOC.COCCNCCOC.COCCNCCOC.NC(N)=O.NC(N)=O.NC(N)=O.O. The HOMO energy is -8.54 eV. The molecular weight comes out at 1130.520 g mol⁻¹. As for the LUMO energy: 0.0694 eV. As for the energy relative to the best compared isomer or geometry (same formula, charge and spin): 549.3 kJ/mol. The value obtained for the max |F| is 7.79 eV/Å. The value obtained for the orbital gap is 8.61 eV. The spin multiplicity is 1.

Löwdin population analysis, charges in e, atoms 1 to 99: number 1, C, carries -0.067; number 2, O, carries -0.217; number 3, C, carries -0.229; number 4, C, carries -0.244; number 5, N, carries -0.062; number 6, C, carries -0.222; number 7, C, carries -0.208; number 8, O, carries -0.180; number 9, C, carries -0.142; number 10, H, carries 0.080; number 11, H, carries 0.083; number 12, H, carries 0.080; number 13, H, carries 0.116; number 14, H, carries 0.114; number 15, H, carries 0.121; number 16, H, carries 0.128; number 17, H, carries 0.121; number 18, H, carries 0.120; number 19, H, carries 0.121; number 20, H, carries 0.106; number 21, H, carries 0.122; number 22, H, carries 0.087; number 23, H, carries 0.088; number 24, H, carries 0.085; number 25, C, carries -0.052; number 26, O, carries -0.205; number 27, C, carries -0.233; number 28, C, carries -0.224; number 29, N, carries -0.018; number 30, C, carries -0.236; number 31, C, carries -0.206; number 32, O, carries -0.196; number 33, C, carries -0.122; number 34, H, carries 0.074; number 35, H, carries 0.076; number 36, H, carries 0.078; number 37, H, carries 0.120; number 38, H, carries 0.098; number 39, H, carries 0.110; number 40, H, carries 0.117; number 41, H, carries 0.102; number 42, H, carries 0.127; number 43, H, carries 0.106; number 44, H, carries 0.118; number 45, H, carries 0.121; number 46, H, carries 0.083; number 47, H, carries 0.084; number 48, H, carries 0.081; number 49, C, carries -0.111; number 50, O, carries -0.221; number 51, C, carries -0.148; number 52, C, carries -0.209; number 53, N, carries -0.069; number 54, C, carries -0.209; number 55, C, carries -0.191; number 56, O, carries -0.227; number 57, C, carries -0.107; number 58, H, carries 0.069; number 59, H, carries 0.085; number 60, H, carries 0.084; number 61, H, carries 0.117; number 62, H, carries 0.105; number 63, H, carries 0.112; number 64, H, carries 0.105; number 65, H, carries 0.097; number 66, H, carries 0.114; number 67, H, carries 0.111; number 68, H, carries 0.119; number 69, H, carries 0.115; number 70, H, carries 0.086; number 71, H, carries 0.087; number 72, H, carries 0.086; number 73, C, carries -0.110; number 74, O, carries -0.195; number 75, C, carries -0.221; number 76, C, carries -0.207; number 77, N, carries -0.061; number 78, C, carries -0.192; number 79, C, carries -0.257; number 80, O, carries -0.189; number 81, C, carries -0.082; number 82, H, carries 0.086; number 83, H, carries 0.081; number 84, H, carries 0.087; number 85, H, carries 0.117; number 86, H, carries 0.117; number 87, H, carries 0.110; number 88, H, carries 0.114; number 89, H, carries 0.096; number 90, H, carries 0.109; number 91, H, carries 0.115; number 92, H, carries 0.119; number 93, H, carries 0.113; number 94, H, carries 0.082; number 95, H, carries 0.083; number 96, H, carries 0.085; number 97, C, carries -0.122; number 98, O, carries -0.233; number 99, C, carries -0.145